C21H27IrN5 as an isolated structure at a distorted geometry, computed with ωB97M-V/def2-TZVPD.

Computed properties:
Net charge   +3
Max |F|   2.78 eV/Å
HOMO level   -18.00 eV
Relative energy (zero: lowest compared OMol25 entry of this formula, charge and spin)   0.0 kJ/mol
LUMO level   -12.08 eV
Spin multiplicity   1

CARTESIAN COORDINATES (ANGSTROEM)
H 3.808 3.283 -1.172
H -1.773 -3.111 -1.525
C 2.383 1.711 -0.803
H 0.980 -4.331 -1.288
N -2.137 0.377 -0.769
H 0.379 -4.134 1.172
N -0.059 -2.742 -0.356
C 4.753 1.375 -1.005
H 5.750 1.760 -1.175
H -2.066 -3.096 0.238
H -2.120 4.473 -0.941
C 3.664 2.229 -1.000
H -1.160 -0.376 3.803
H 0.385 -3.088 -2.383
H 2.095 -0.992 2.236
H -2.074 -0.414 2.295
H -0.971 0.937 2.643
C -1.116 -0.139 2.735
C 0.485 -3.056 0.988
H 1.805 -2.777 -1.373
H -1.268 -4.463 -0.529
Ir 0.009 -0.341 -0.176
H 1.424 0.634 2.488
C -1.149 2.550 -0.795
H 1.555 -2.833 0.991
C 1.178 2.549 -0.833
C 0.011 4.635 -0.999
H 1.273 -0.595 3.744
C 1.264 -0.431 2.660
H 0.011 5.711 -1.109
C 4.543 0.023 -0.787
H 5.358 -0.683 -0.781
C -4.480 -0.008 -1.004
H 2.143 4.471 -1.051
H -1.265 -2.543 2.173
C -1.184 3.942 -0.909
H -2.962 -1.502 -0.904
N 0.015 1.898 -0.733
C -3.639 2.221 -0.893
N 2.195 0.397 -0.588
C 3.244 -0.415 -0.571
C -0.196 -2.319 2.146
H 0.231 -2.705 3.081
C 1.208 3.939 -0.973
H -5.278 -0.726 -1.100
H 3.060 -1.462 -0.376
C -4.716 1.356 -0.988
C 0.829 -3.251 -1.402
C -3.168 -0.446 -0.888
H -3.803 3.286 -0.895
N -0.017 -0.852 2.087
C -2.346 1.704 -0.804
H -5.723 1.743 -1.056
C -1.367 -3.371 -0.548